{
  "formula": "C47H36CoIP3S2",
  "method": "the ωB97M-V functional and the def2-TZVPD basis",
  "s_squared": 0.93,
  "relative_energy_kcal_mol": 16.8,
  "e_homo_ev": [-7.3, -7.3],
  "total_charge": 0,
  "multiplicity": 2,
  "largest_force_ev_per_a": 2.0,
  "symbols": ["Co", "S", "P", "C", "P", "S", "C", "C", "C", "C", "C", "C", "C", "C", "C", "C", "C", "C", "C", "C", "C", "C", "C", "C", "C", "C", "C", "C", "C", "C", "H", "H", "H", "H", "H", "H", "H", "H", "H", "H", "H", "H", "H", "H", "H", "H", "H", "H", "H", "H", "I", "C", "C", "C", "C", "C", "C", "C", "C", "C", "P", "C", "C", "C", "C", "C", "C", "C", "C", "C", "C", "C", "C", "C", "H", "H", "H", "H", "H", "H", "H", "H", "H", "H", "H", "H", "H", "H", "H", "H"],
  "positions_angstrom": [[0.99173, -0.06648, -1.52559], [1.59698, -2.29944, -1.50423], [1.34376, -1.88921, 0.44951], [0.58759, -0.34118, 0.69690], [1.73518, 0.94760, 0.86300], [2.52831, 1.57803, -0.87395], [3.09457, 0.87926, 2.08768], [4.37134, 1.33353, 1.79395], [5.35214, 1.29632, 2.76911], [5.06207, 0.80339, 4.02920], [3.78535, 0.35285, 4.32122], [2.79992, 0.39375, 3.35489], [0.79209, 2.31537, 1.59880], [-0.36569, 2.07232, 2.32100], [-0.98249, 3.11079, 2.99406], [-0.43127, 4.38106, 2.96001], [0.71981, 4.62420, 2.23058], [1.33118, 3.59367, 1.54539], [0.18523, -3.11983, 1.12115], [-0.49703, -2.84243, 2.30005], [-1.35659, -3.78276, 2.83578], [-1.55660, -4.98889, 2.18450], [-0.89499, -5.25642, 0.99811], [-0.02016, -4.32585, 0.46818], [2.91543, -2.24935, 1.30558], [4.09041, -1.73104, 0.77220], [5.27821, -1.86407, 1.46436], [5.29819, -2.51765, 2.68595], [4.13178, -3.05217, 3.20757], [2.93788, -2.91589, 2.52470], [4.59357, 1.70370, 0.80327], [6.34798, 1.64917, 2.54168], [5.82992, 0.77294, 4.78957], [3.55754, -0.03263, 5.30426], [1.79927, 0.04152, 3.56811], [-0.76261, 1.06719, 2.35498], [-1.88501, 2.93679, 3.56172], [-0.90419, 5.18298, 3.50690], [1.15395, 5.61364, 2.21393], [2.22887, 3.76535, 0.96552], [-0.34431, -1.88995, 2.79264], [-1.88668, -3.57357, 3.75201], [-2.23397, -5.72099, 2.59885], [-1.06193, -6.19287, 0.48599], [0.49885, -4.52243, -0.46009], [4.06870, -1.22759, -0.18852], [6.18756, -1.44609, 1.05792], [6.22445, -2.61028, 3.23224], [4.14929, -3.57009, 4.15622], [2.02551, -3.32813, 2.93245], [1.28889, 0.41711, -4.17897], [-0.59262, 0.73661, -5.20355], [-0.39369, 0.93802, -6.55276], [-1.45923, 1.13907, -7.42933], [-2.72706, 1.15424, -6.92882], [-2.96878, 0.96941, -5.55320], [-4.30610, 1.01333, -5.11156], [-4.61887, 0.82179, -3.79601], [-3.58771, 0.58661, -2.89303], [-2.25513, 0.54410, -3.26424], [-1.19717, 0.29956, -1.76349], [-2.11936, -1.06734, -1.00206], [-2.57909, -1.09979, 0.30716], [-3.25041, -2.21875, 0.76881], [-3.40851, -3.33142, -0.03780], [-2.87147, -3.33543, -1.31581], [-2.23896, -2.20729, -1.79829], [-1.58854, 1.91637, -1.01469], [-2.63736, 2.24249, -0.16461], [-2.79695, 3.55184, 0.25676], [-1.92920, 4.54319, -0.16524], [-0.89101, 4.22702, -1.02412], [-0.72099, 2.92325, -1.44371], [-1.88959, 0.74035, -4.62729], [0.61077, 0.93596, -6.94571], [-1.26738, 1.27721, -8.48252], [-3.57590, 1.30419, -7.57845], [-5.07885, 1.20447, -5.84059], [-5.64078, 0.85349, -3.45253], [-3.84331, 0.43815, -1.85425], [-2.41473, -0.26206, 0.96689], [-3.64704, -2.22198, 1.77196], [-3.93527, -4.20036, 0.33312], [-2.94699, -4.21875, -1.93213], [-1.82539, -2.19773, -2.79918], [-3.33675, 1.49296, 0.17171], [-3.60608, 3.79893, 0.92772], [-2.05755, 5.56174, 0.17011], [-0.20657, 4.99148, -1.35976], [0.09964, 2.67982, -2.10977]],
  "atomic_forces_ev_per_a": [[-0.36, 0.26, 0.10], [0.12, -0.19, -0.33], [-0.54, -0.57, 0.17], [1.68, -0.04, -1.16], [-0.54, 0.57, 0.50], [0.13, 0.04, -0.38], [-0.28, -0.20, -0.14], [-0.12, 0.07, 0.01], [0.10, 0.11, 0.05], [0.09, 0.07, 0.07], [-0.06, -0.04, 0.17], [0.06, 0.01, -0.08], [0.22, -0.02, -0.11], [0.09, -0.06, 0.00], [0.03, 0.19, 0.19], [-0.15, -0.01, 0.12], [0.16, 0.15, 0.04], [-0.05, 0.00, 0.05], [0.13, 0.11, -0.04], [0.14, -0.05, 0.04], [-0.02, -0.08, 0.11], [0.03, -0.10, 0.05], [-0.02, -0.15, 0.09], [0.06, 0.00, 0.01], [-0.39, 0.20, -0.03], [-0.03, -0.13, -0.17], [0.07, -0.06, 0.01], [-0.01, -0.05, 0.02], [0.09, -0.10, 0.15], [-0.06, 0.02, -0.13], [0.01, 0.00, -0.07], [0.08, 0.03, -0.01], [0.05, -0.01, 0.04], [0.00, -0.04, 0.09], [-0.08, -0.05, 0.09], [-0.05, -0.08, -0.06], [-0.09, -0.06, 0.03], [-0.05, 0.11, 0.04], [-0.01, 0.10, -0.03], [0.05, 0.05, 0.00], [-0.04, 0.07, -0.02], [-0.05, 0.04, 0.14], [-0.08, -0.06, 0.05], [-0.01, -0.08, -0.05], [0.00, 0.00, -0.04], [-0.03, 0.03, 0.04], [0.07, 0.03, -0.03], [0.11, -0.02, 0.06], [0.02, -0.04, 0.06], [-0.01, -0.02, 0.06], [-0.66, 0.04, -0.16], [0.78, -0.03, -0.20], [0.39, -0.16, 0.74], [-0.46, 0.06, -0.02], [0.26, 0.01, -0.21], [0.17, -0.02, 0.11], [-0.09, -0.06, 0.34], [-0.07, 0.10, -0.48], [0.46, 0.00, -0.20], [-0.31, -0.19, 0.33], [-0.01, 0.15, 0.29], [0.17, -0.02, 0.05], [-0.07, 0.15, -0.20], [-0.17, -0.07, 0.02], [-0.07, 0.01, 0.02], [-0.06, -0.01, -0.05], [-0.01, 0.14, 0.03], [0.18, -0.04, 0.02], [0.06, 0.01, -0.13], [-0.14, 0.03, 0.04], [0.00, 0.05, -0.05], [-0.05, 0.06, -0.03], [-0.07, -0.14, -0.06], [-0.38, -0.02, 0.01], [0.12, -0.03, -0.02], [0.00, 0.02, -0.07], [-0.09, 0.03, -0.08], [-0.08, 0.00, -0.10], [-0.12, 0.01, 0.01], [-0.05, -0.02, 0.01], [0.04, 0.06, 0.02], [-0.02, -0.02, 0.14], [0.03, -0.03, 0.02], [-0.02, -0.07, -0.09], [-0.01, -0.07, -0.06], [-0.06, -0.09, 0.03], [-0.09, 0.02, 0.08], [-0.03, 0.07, 0.08], [0.07, 0.08, -0.03], [-0.01, 0.00, 0.08]]
}

{
  "formula": "C5H7N2",
  "method": "the ωB97M-V functional and the def2-TZVPD basis",
  "relative_energy_kcal_mol": 119.5,
  "e_homo_ev": -14.8,
  "smiles": "Cc1c[nH][n+]2c1C2",
  "total_charge": 1,
  "largest_force_ev_per_a": 6.3,
  "symbols": ["C", "C", "C", "N", "N", "C", "C", "H", "H", "H", "H", "H", "H", "H"],
  "positions_angstrom": [[-2.05275, -0.51595, -0.19367], [-0.69163, 0.10595, -0.20983], [-0.05606, 1.20087, -0.81134], [1.25224, 1.17831, -0.54921], [1.46992, 0.37988, 0.46474], [0.28534, -0.29402, 0.74545], [1.47592, -1.02891, 1.09151], [-1.81564, -1.56134, -0.05037], [-2.71314, -0.13909, 0.62173], [-2.48660, -0.18818, -1.14778], [-0.40199, 1.93359, -1.43327], [1.99969, 1.73759, -0.93625], [1.87544, -0.95876, 1.98355], [1.85927, -1.84992, 0.42474]],
  "atomic_forces_ev_per_a": [[0.06, 1.69, -0.47], [0.81, 0.17, 2.90], [0.11, -1.97, 0.10], [0.10, -0.15, -0.34], [-1.63, -0.56, 2.66], [1.67, 1.93, -1.99], [-0.67, -2.07, -5.93], [-0.83, -0.40, -0.41], [0.68, -0.28, -0.50], [-0.43, -0.99, 0.22], [-1.08, 1.56, -1.67], [-0.06, 0.21, 0.10], [1.91, 0.35, 4.43], [-0.65, 0.50, 0.89]]
}